The following is a DFT calculation (wB97M-V/def2-TZVPD) of a molecular structure, C54H43CoN4.

XYZ file:
```
102
Properties=species:S:1:pos:R:3:forces:R:3
Co 0.042 -0.447 -0.042 -0.3 -0.7 0.1
C 7.257 -3.168 0.401 0.0 0.0 0.0
C 6.244 -3.778 1.130 0.1 0.0 0.0
C 4.944 -3.306 1.048 0.0 0.0 -0.1
C 4.622 -2.217 0.234 0.1 0.0 0.1
C 5.648 -1.621 -0.499 0.0 0.1 0.1
C 6.952 -2.089 -0.414 0.1 0.0 0.0
C 3.228 -1.713 0.158 -0.4 0.1 -0.4
C 2.541 -1.821 -1.037 0.2 0.0 0.6
C 3.071 -2.548 -2.163 -0.1 -0.1 -0.5
C 2.092 -2.605 -3.087 0.4 -0.2 0.1
C 0.978 -1.857 -2.562 -0.6 0.1 -0.2
C -0.181 -1.608 -3.265 0.5 0.0 0.4
C -0.429 -2.279 -4.564 -0.1 0.0 -0.1
C -1.586 -3.052 -4.715 0.1 -0.1 0.0
C -1.842 -3.744 -5.886 0.0 0.0 0.0
C -0.948 -3.677 -6.948 0.0 0.0 0.0
C 0.181 -2.882 -6.831 0.0 0.0 -0.1
C 0.435 -2.189 -5.655 0.0 0.1 0.0
C -1.205 -0.774 -2.758 -0.3 0.3 -0.2
N -1.332 -0.334 -1.464 0.0 0.0 -0.2
C -2.510 0.367 -1.428 -0.1 0.1 -0.4
C -3.137 0.859 -0.260 0.4 0.0 0.6
C -4.517 1.391 -0.351 -0.2 0.1 0.0
C -4.883 2.610 0.230 0.1 -0.1 -0.1
C -6.187 3.076 0.179 -0.1 0.0 0.0
C -7.176 2.331 -0.447 0.0 0.0 0.0
C -6.835 1.120 -1.032 0.0 0.0 0.0
C -5.528 0.661 -0.987 0.0 -0.1 0.1
C -2.551 0.715 0.993 -0.2 -0.1 -0.6
C -3.250 0.981 2.232 0.1 0.0 0.4
C -2.426 0.623 3.236 -0.4 0.1 -0.2
C -1.214 0.146 2.629 0.5 -0.2 0.2
N -1.307 0.200 1.252 -0.1 0.2 0.2
C -0.135 -0.284 3.366 -0.4 0.2 -0.3
C 1.074 -0.692 2.786 0.4 -0.1 0.1
C 2.262 -0.910 3.529 -0.2 0.1 0.0
C 3.230 -1.244 2.622 0.0 -0.1 -0.3
C 2.600 -1.274 1.345 0.1 0.1 0.4
N 1.289 -0.894 1.446 0.2 0.1 0.1
C -0.276 -0.381 4.845 0.0 -0.1 0.0
C -0.566 -1.624 5.405 0.1 0.0 0.1
C -0.779 -1.758 6.769 0.0 0.0 0.0
C -0.687 -0.648 7.598 0.0 0.0 0.0
C -0.364 0.586 7.055 0.0 0.1 0.1
C -0.161 0.719 5.688 0.1 0.0 0.0
C -3.072 0.454 -2.731 0.0 0.1 0.2
C -2.258 -0.268 -3.561 0.2 -0.2 0.1
N 1.259 -1.407 -1.290 0.1 0.0 -0.1
H 8.274 -3.536 0.461 0.0 0.0 0.0
H 6.471 -4.626 1.764 0.0 0.0 0.0
H 4.157 -3.786 1.616 0.0 0.0 0.0
H 5.421 -0.773 -1.133 -0.1 0.0 0.0
H 7.736 -1.602 -0.982 0.0 0.0 0.0
H 4.055 -2.986 -2.203 0.0 0.0 0.0
H 2.105 -3.114 -4.035 0.0 0.0 0.0
H -2.277 -3.120 -3.884 0.0 0.0 0.0
H -2.740 -4.343 -5.971 0.0 0.0 0.0
H -1.130 -4.242 -7.854 0.0 0.1 0.0
H 0.867 -2.795 -7.665 0.0 0.0 0.0
H 1.312 -1.559 -5.586 0.0 0.0 0.0
H -4.127 3.196 0.731 0.1 0.0 0.0
H -6.431 4.032 0.628 0.0 0.0 0.0
H -8.199 2.686 -0.469 0.0 0.0 0.0
H -7.596 0.522 -1.519 0.0 0.0 0.0
H -5.282 -0.296 -1.428 0.0 0.0 0.0
H -4.254 1.353 2.321 0.0 0.0 0.0
H -2.609 0.669 4.298 0.0 0.0 0.0
H 2.354 -0.790 4.597 0.0 0.0 0.0
H 4.273 -1.437 2.805 0.0 -0.1 0.0
H -0.625 -2.487 4.754 0.0 0.0 0.0
H -1.023 -2.729 7.182 0.0 0.0 0.0
H -0.863 -0.748 8.662 0.0 0.0 0.0
H -0.272 1.453 7.699 0.0 0.0 0.0
H 0.096 1.685 5.269 -0.1 0.0 0.0
H -3.949 1.018 -3.002 0.0 0.0 0.0
H -2.360 -0.421 -4.623 0.0 0.0 0.0
C -0.501 3.390 -0.024 0.2 0.2 0.6
C 0.343 3.027 0.997 -0.8 0.4 0.0
C 1.369 2.153 0.449 0.4 -0.1 -0.8
C 1.086 1.922 -0.899 0.4 0.4 0.4
C -0.046 2.735 -1.207 0.0 -0.2 -0.3
C -0.605 2.988 -2.561 0.1 0.0 0.0
C 2.079 1.462 -1.931 -0.1 0.0 0.1
C 2.683 1.937 1.116 -0.2 -0.1 0.1
C 0.272 3.443 2.428 0.1 -0.1 -0.1
C -1.608 4.397 0.014 0.1 -0.2 -0.1
H -0.508 4.050 -2.812 0.0 0.0 0.0
H -1.667 2.740 -2.596 -0.1 0.0 0.0
H -0.097 2.401 -3.323 0.0 0.0 0.0
H 2.677 2.314 -2.282 0.0 0.0 0.0
H 1.581 1.021 -2.795 0.1 -0.1 0.0
H 2.762 0.721 -1.522 0.0 0.0 0.0
H 3.239 2.883 1.106 0.0 0.0 0.0
H 3.279 1.189 0.598 0.0 0.0 0.0
H 2.566 1.633 2.157 0.0 -0.1 0.0
H 1.084 4.133 2.684 0.0 0.0 0.0
H 0.365 2.566 3.072 0.0 0.0 0.1
H -0.676 3.932 2.650 0.0 0.0 0.0
H -1.241 5.377 -0.309 -0.1 0.0 0.0
H -2.014 4.509 1.020 -0.1 0.0 0.0
H -2.415 4.108 -0.661 -0.1 0.0 0.0
```
Positions in Å, forces in eV/Å.

Calculated values
Total charge: -1
HOMO-LUMO gap (spin up / spin down) in Ha: 0.161 / 0.203
Multiplicity: 4
HOMO level (spin up / spin down) in eV: -2.11 / -3.70
LUMO level (spin up / spin down) in Ha: 0.083 / 0.067
Energy relative to the best compared isomer or geometry (same formula, charge and spin) in eV: 0.000

The following is a DFT calculation (wB97M-V/def2-TZVPD) of a molecular structure, C54H44N2O5P2S2SiTa in a non-equilibrium geometry.

XYZ file:
```
111
Properties=species:S:1:pos:R:3:forces:R:3
Ta 13.263 11.488 12.308 -0.1 -0.2 -0.5
C 15.940 11.928 10.252 -0.9 1.6 0.1
O 14.395 11.877 10.326 2.4 -0.4 0.9
C 13.754 12.746 9.488 -0.9 1.3 0.4
C 13.801 12.682 8.115 1.8 -0.8 0.3
C 13.113 13.563 7.339 -2.2 1.0 0.4
C 12.179 14.429 7.957 0.8 -0.8 0.7
C 12.147 14.500 9.360 -1.6 0.8 0.1
C 12.976 13.701 10.128 -0.2 0.2 0.6
N 12.974 13.699 11.585 0.1 0.0 -0.2
N 12.651 14.803 12.150 0.6 -1.6 -0.3
C 12.592 14.808 13.514 0.1 0.1 -0.1
C 12.525 13.648 14.346 -0.4 1.8 1.0
O 12.647 12.397 14.059 -0.2 -0.1 -1.3
C 12.238 13.918 15.723 -0.2 -0.2 1.7
C 12.196 15.164 16.289 0.5 -0.1 -3.3
C 12.369 16.345 15.431 -0.3 -1.8 3.5
C 12.219 17.581 16.102 0.4 0.4 -3.1
C 12.233 18.665 15.271 0.1 1.4 -0.6
C 12.389 18.561 13.846 -0.5 -0.6 -0.2
C 12.476 17.329 13.250 0.2 -0.7 1.3
C 12.550 16.160 14.089 -1.0 0.2 -2.0
H 16.310 12.934 9.885 -1.0 -1.0 0.3
H 16.322 11.828 11.286 -0.3 -0.5 -0.9
H 16.188 11.172 9.534 0.4 -0.3 0.1
H 14.513 11.984 7.697 -0.1 -0.3 -0.3
H 13.062 13.488 6.270 0.4 -0.1 -0.3
H 11.456 14.924 7.330 0.0 0.4 0.1
H 11.350 15.070 9.932 1.2 -0.5 -1.0
H 12.070 13.051 16.394 0.2 0.4 -0.7
H 12.012 15.323 17.313 -0.2 0.0 1.1
H 12.047 17.673 17.138 -0.1 -0.1 1.0
H 12.059 19.660 15.670 0.1 0.0 0.1
H 12.312 19.373 13.108 0.0 0.1 1.1
H 12.405 17.226 12.185 0.3 0.0 -0.3
C 11.749 9.120 15.063 1.8 -0.3 -0.7
Si 13.474 9.810 14.549 -0.6 0.5 -1.0
C 14.322 10.870 15.882 0.7 1.2 -0.7
C 14.029 10.772 17.234 0.9 -1.4 0.2
C 14.976 11.088 18.189 0.5 1.5 -1.1
C 16.130 11.830 17.822 -1.1 -0.4 0.2
C 16.359 12.223 16.504 -1.5 -1.5 0.3
C 15.405 11.722 15.541 1.1 0.4 -0.1
P 15.564 12.359 13.804 0.1 -1.0 1.0
C 17.297 11.961 13.366 -0.2 2.0 -0.3
C 18.301 12.887 13.023 0.3 0.9 -0.1
C 19.590 12.478 12.676 -1.7 -1.6 0.7
C 19.851 11.084 12.770 0.5 0.8 -0.5
C 18.838 10.157 13.031 0.4 1.1 -0.1
C 17.536 10.638 13.275 1.5 -2.5 0.5
C 15.587 14.133 14.028 0.7 0.7 0.7
C 15.949 14.785 12.881 -0.6 1.9 -0.7
C 15.999 16.185 12.792 0.4 -0.1 0.1
C 15.884 16.931 13.958 -0.1 -0.7 -0.3
C 15.598 16.268 15.148 0.0 1.2 1.0
C 15.453 14.920 15.197 -0.8 -2.2 0.0
C 14.714 8.415 14.119 0.3 -0.4 0.8
C 15.358 7.737 15.157 1.5 -1.5 -0.3
C 16.369 6.755 14.895 -1.4 0.6 0.8
C 16.645 6.425 13.582 -0.9 1.7 -0.5
C 16.124 7.142 12.486 -1.7 0.5 3.2
C 15.114 8.096 12.806 1.0 0.0 -0.5
P 14.232 8.994 11.526 -0.3 -0.6 -0.9
C 12.766 7.836 11.150 2.2 0.6 1.3
C 12.626 6.633 11.873 -2.2 1.4 -4.4
C 11.724 5.709 11.369 -0.1 0.0 2.2
C 10.953 6.066 10.293 -1.0 -1.9 0.2
C 11.062 7.267 9.669 -0.4 1.2 -3.0
C 12.005 8.192 10.067 0.1 -1.0 0.5
C 15.355 8.770 9.996 0.4 0.3 0.6
C 16.768 8.875 10.068 0.4 0.1 1.6
C 17.571 9.044 8.952 0.7 -0.3 -0.3
C 16.979 9.060 7.714 -0.6 -0.5 -0.9
C 15.617 8.845 7.615 -0.4 -0.4 -0.8
C 14.800 8.688 8.726 0.7 1.2 0.4
H 11.723 8.456 15.914 0.2 -0.4 0.1
H 11.107 9.928 15.302 -0.8 0.9 -0.1
H 11.464 8.606 14.138 -0.4 0.0 0.3
H 13.168 10.216 17.529 -0.6 -0.3 0.2
H 14.788 10.843 19.206 0.0 0.0 0.7
H 16.733 12.168 18.642 0.7 0.0 0.0
H 17.275 12.783 16.303 -0.6 0.0 -0.4
H 18.109 13.979 13.023 0.0 -0.9 0.1
H 20.301 13.218 12.367 0.5 0.0 0.1
H 20.897 10.804 12.610 -0.5 -0.4 0.0
H 19.090 9.103 13.069 -0.2 0.1 0.0
H 16.794 9.898 13.558 -0.2 0.1 -0.2
H 16.156 14.271 11.977 -0.1 -0.7 -0.7
H 16.180 16.655 11.815 0.0 -0.2 0.6
H 16.007 17.988 13.951 -0.1 0.7 -0.1
H 15.440 16.801 16.105 0.2 -0.1 -0.8
H 15.128 14.436 16.128 0.3 0.3 -0.4
H 15.130 7.828 16.214 -0.3 0.6 -0.1
H 16.805 6.242 15.784 -0.3 0.3 -1.1
H 17.188 5.602 13.301 1.8 -1.8 -0.1
H 16.460 6.886 11.518 -0.1 -0.1 -0.9
H 13.190 6.451 12.663 2.4 -0.8 3.5
H 11.475 4.812 11.987 0.5 0.6 -1.0
H 10.247 5.287 10.023 -0.2 0.4 -0.6
H 10.554 7.476 8.685 0.1 -0.4 1.4
H 12.255 9.102 9.562 -0.6 0.2 -0.3
H 17.285 8.849 11.053 -0.6 0.2 -0.8
H 18.675 9.083 8.911 -0.7 0.1 0.9
H 17.560 9.119 6.798 0.0 0.1 0.2
H 15.174 8.709 6.632 0.0 0.3 0.1
H 13.746 8.742 8.626 -0.5 -0.5 -0.4
O 6.635 12.915 6.570 0.4 -0.9 0.9
S 6.493 11.809 7.482 -1.2 1.1 -1.6
O 5.426 11.885 8.418 0.6 -0.3 0.3
O 7.255 10.628 7.288 0.2 0.1 0.4
S 11.419 10.882 11.340 0.1 0.2 0.6
```
Positions in Å, forces in eV/Å.

Calculated values
Total charge: +1
HOMO-LUMO gap in Ha: 0.241
HOMO level in eV: -10.01
LUMO level in Ha: -0.127